Entry P
ORCA calculation (wB97M-V/def2-TZVPD) on a cluster of 2 separate species, C3H6N2O in total.

Properties
Charge: 0
LUMO energy (alpha / beta) in eV: -0.5 / -1.0
HOMO energy (alpha / beta) in eV: -8.691 / -9.127

Geometry (Å):
C  0.714  0.219  -0.022
C  0.588  -1.253  0.034
C  -0.167  0.926  -0.975
N  1.386  0.771  0.919
N  -2.138  0.588  0.453
O  -2.318  -0.522  0.856
H  -0.275  -1.456  0.804
H  1.483  -1.698  0.356
H  0.482  -1.716  -0.965
H  -0.838  0.368  -1.588
H  -0.329  1.960  -0.865
H  1.411  1.814  0.993

---

Entry Q
ORCA calculation (wB97M-V/def2-TZVPD) on a structure of composition C3H6N2O.

Properties
Charge: 0
LUMO energy in eV: 0.5
HOMO energy in eV: -9.267

Geometry (Å):
O  2.784  -0.047  -0.768
C  1.588  -0.099  -0.265
N  0.692  0.901  -0.103
C  -0.765  0.667  -0.014
C  -1.111  -0.758  0.440
N  1.863  -1.327  -0.035
H  0.978  1.792  -0.509
H  -1.213  0.848  -1.004
H  -1.196  1.406  0.678
H  -0.982  -0.904  1.524
H  -2.145  -0.978  0.163
H  -0.494  -1.501  -0.106

---

The structure with the greatest stability is entry Q.

---

Entry P
ORCA calculation (wB97M-V/def2-TZVPD) on an isolated molecule of C3H6N2O.

Properties
Charge: 0
LUMO energy in eV: 1.1
HOMO energy in eV: -8.257

Geometry (Å):
C  2.105  -0.652  -1.706
C  0.953  -0.984  -1.084
N  0.186  -0.084  -0.297
C  -1.022  -0.348  0.233
N  -1.589  0.364  1.148
O  -0.737  1.438  1.538
H  2.558  0.350  -1.552
H  2.653  -1.381  -2.309
H  0.548  -2.042  -1.172
H  0.525  0.853  -0.029
H  -1.574  -1.182  -0.131
H  -1.204  1.842  2.274

---

Entry Q
ORCA calculation (wB97M-V/def2-TZVPD) on an isolated molecule of C3H6N2O.

Properties
Charge: 0
LUMO energy in eV: 0.9
HOMO energy in eV: -9.481

Geometry (Å):
C  -1.016  -0.431  -1.936
C  -0.212  -0.627  -0.670
N  0.067  0.372  0.048
N  0.673  0.078  1.254
C  1.006  1.151  2.038
O  1.471  1.094  3.167
H  -1.290  -1.396  -2.324
H  -1.962  0.085  -1.717
H  -0.392  0.022  -2.703
H  0.002  -1.633  -0.321
H  0.950  -0.903  1.485
H  0.706  2.188  1.679

---

The structure with the greatest stability is entry Q.

---

Entry P
ORCA calculation (wB97M-V/def2-TZVPD) on a cluster of 4 separate species, C2H14NO3 in total.

Properties
Charge: +1
LUMO energy in eV: -3.2
HOMO energy in eV: -14.241

Geometry (Å):
C  -0.736  1.437  -0.510
N  0.575  1.929  -0.940
C  1.121  2.787  0.498
H  -1.477  1.006  -1.218
H  -1.046  2.010  0.266
H  -0.431  0.560  0.028
H  1.184  1.259  -1.515
H  0.515  2.834  -1.590
H  0.809  2.046  1.259
H  2.257  2.845  0.421
H  0.537  3.866  0.613
H  2.084  -1.767  -2.074
H  0.584  -1.646  -2.340
O  1.438  -1.043  -2.025
H  -2.053  -1.419  2.152
H  -3.121  -0.595  1.883
O  -2.232  -0.575  2.101
H  -0.909  -3.569  0.945
H  0.279  -4.566  0.722
O  0.101  -3.596  0.811

---

Entry Q
ORCA calculation (wB97M-V/def2-TZVPD) on a cluster of 4 separate species, C2H14NO3 in total.

Properties
Charge: +1
LUMO energy in eV: -3.2
HOMO energy in eV: -13.513

Geometry (Å):
C  -0.437  -0.471  3.324
N  0.614  -0.991  2.425
C  0.646  -2.485  2.382
H  -0.642  -1.145  4.151
H  -0.167  0.501  3.730
H  -1.368  -0.353  2.773
H  1.519  -0.806  2.845
H  0.600  -0.524  1.512
H  1.369  -2.801  1.634
H  -0.284  -2.959  2.097
H  0.994  -2.832  3.351
H  -1.414  0.658  0.054
H  -0.760  -0.181  -1.132
O  -0.899  -0.117  -0.183
H  0.308  2.425  -2.423
H  0.462  2.480  -3.956
O  0.419  1.878  -3.204
H  0.022  2.000  -6.847
H  -0.617  3.289  -6.454
O  -0.367  2.436  -6.079

---

Entry R
ORCA calculation (wB97M-V/def2-TZVPD) on a cluster of 4 separate species, C2H14NO3 in total.

Properties
Charge: +1
LUMO energy in eV: -3.4
HOMO energy in eV: -13.524

Geometry (Å):
C  -2.819  0.666  1.511
C  -2.261  -0.480  0.654
N  -0.880  -0.084  0.126
H  -3.770  0.391  1.953
H  -2.185  0.936  2.361
H  -2.840  1.522  0.853
H  -2.100  -1.406  1.189
H  -2.861  -0.464  -0.251
H  -0.310  0.505  0.730
H  -0.952  0.488  -0.697
H  -0.322  -0.955  -0.003
H  4.235  3.798  -2.346
H  4.296  4.649  -3.610
O  3.695  4.130  -3.068
H  2.150  -1.502  -0.728
H  1.050  -1.034  -1.729
O  1.365  -0.956  -0.827
H  1.737  -3.830  0.679
H  0.963  -3.226  1.824
O  1.809  -3.150  1.378

---

The structure with the greatest stability is entry Q.

---

Entry P
ORCA calculation (wB97M-V/def2-TZVPD) on a cluster of 2 separate species, C9H7NO2 in total.

Properties
Charge: 0
LUMO energy in eV: -0.9
HOMO energy in eV: -8.828

Geometry (Å):
C  0.463  1.971  0.993
C  -0.486  0.940  0.864
C  -0.114  -0.250  0.274
C  -0.902  -1.486  0.616
C  -0.220  -2.635  0.228
C  1.021  -2.110  -0.430
C  1.065  -0.715  -0.496
C  2.285  -0.567  -1.160
N  3.331  -0.573  -1.719
H  1.507  1.645  0.772
H  0.349  2.309  2.042
H  0.262  2.897  0.320
H  -1.294  0.979  1.534
H  -1.753  -1.262  1.256
H  -0.293  -3.745  0.262
H  1.826  -2.722  -0.786
O  5.009  1.039  -0.949
C  4.757  1.453  0.106
O  4.538  1.729  1.227

---

Entry Q
ORCA calculation (wB97M-V/def2-TZVPD) on a structure of composition C9H7NO2.

Properties
Charge: 0
LUMO energy in eV: -0.2
HOMO energy in eV: -8.372

Geometry (Å):
C  -0.051  2.482  0.469
C  -0.708  2.052  -0.703
C  0.302  1.487  1.521
C  -0.988  0.671  -1.031
C  -0.127  0.166  1.206
C  0.127  -1.356  1.473
C  -0.777  -0.214  0.031
C  2.760  0.008  -0.345
C  -1.066  -2.767  -0.287
N  -0.610  -1.599  0.334
O  3.173  1.083  -0.170
O  2.417  -1.027  -0.623
H  0.441  3.477  0.577
H  -0.883  2.677  -1.541
H  0.763  1.832  2.456
H  -1.225  0.340  -2.098
H  -0.279  -3.207  -0.945
H  -1.935  -2.551  -0.856
H  -1.332  -3.555  0.532

---

Entry R
ORCA calculation (wB97M-V/def2-TZVPD) on an isolated molecule of C9H7NO2.

Properties
Charge: 0
LUMO energy in eV: -0.3
HOMO energy in eV: -9.211

Geometry (Å):
C  0.178  -2.875  -1.705
C  0.107  -1.457  -1.133
N  -0.793  -1.112  -0.287
C  -0.632  0.196  0.222
C  -1.615  0.640  1.189
C  -1.327  1.785  1.937
C  -0.121  2.528  1.727
C  0.789  2.125  0.750
C  0.541  0.898  0.128
O  1.536  0.391  -0.676
C  1.271  -0.672  -1.420
O  2.088  -1.051  -2.226
H  1.215  -3.275  -1.532
H  -0.681  -3.532  -1.449
H  0.118  -2.677  -2.781
H  -2.472  -0.029  1.385
H  -2.000  2.014  2.785
H  0.036  3.448  2.357
H  1.762  2.655  0.730

---

Entry S
ORCA calculation (wB97M-V/def2-TZVPD) on a structure of composition C9H7NO2.

Properties
Charge: 0
LUMO energy in eV: 0.1
HOMO energy in eV: -8.304

Geometry (Å):
C  0.291  0.707  2.137
C  -0.069  -0.539  1.683
C  -0.277  -0.589  0.092
C  -0.940  -1.748  -0.497
C  -0.972  -1.815  -1.926
C  -0.168  -0.887  -2.596
C  0.035  0.387  -2.007
C  0.180  0.540  -0.794
C  0.580  1.878  1.146
H  0.846  0.326  4.124
H  -0.308  -1.306  2.538
H  -1.958  -2.278  0.366
H  -1.584  -2.543  -2.403
H  -0.167  -1.118  -3.558
H  0.644  0.972  -2.701
H  1.253  2.410  -0.541
N  0.648  1.653  -0.164
O  0.867  1.148  3.404
O  1.100  2.801  1.698

---

The structure with the greatest stability is entry R.

---

Entry P
ORCA calculation (wB97M-V/def2-TZVPD) on an isolated molecule of C5H12N2.

Properties
Charge: 0
LUMO energy in eV: 1.1
HOMO energy in eV: -7.912

Geometry (Å):
C  -1.470  -1.187  0.798
C  0.038  -1.225  0.925
N  0.396  -2.673  0.599
C  0.845  -0.368  -0.095
C  0.519  1.097  0.024
C  -0.020  1.956  -0.881
N  0.366  3.370  -1.175
H  -1.751  -0.281  1.299
H  -1.602  -0.996  -0.318
H  -1.968  -2.027  1.230
H  0.469  -1.101  1.889
H  0.565  -2.559  -0.388
H  -0.509  -3.238  0.588
H  0.604  -0.805  -1.066
H  1.976  -0.501  0.083
H  0.775  1.584  0.933
H  -0.847  1.818  -1.481
H  1.276  3.574  -0.840
H  0.339  3.562  -2.124

---

Entry Q
ORCA calculation (wB97M-V/def2-TZVPD) on a cluster of 2 separate species, C5H12N2 in total.

Properties
Charge: 0
LUMO energy in eV: 1.0
HOMO energy in eV: -8.919

Geometry (Å):
C  -2.314  0.279  -0.342
C  -1.417  0.456  -1.308
C  -0.969  -0.625  -2.182
C  -0.141  -0.439  -3.205
H  -2.663  -0.708  -0.067
H  -2.633  1.111  0.272
H  -1.079  1.463  -1.520
H  -1.265  -1.626  -1.884
H  0.185  -1.250  -3.839
H  0.277  0.546  -3.373
N  1.129  1.181  1.346
C  0.960  0.200  2.415
N  1.606  -1.100  2.267
H  1.998  1.685  1.478
H  1.187  0.735  0.438
H  1.398  0.638  3.314
H  -0.097  0.040  2.618
H  1.241  -1.623  1.479
H  2.596  -0.965  2.093

---

Entry R
ORCA calculation (wB97M-V/def2-TZVPD) on a cluster of 2 separate species, C5H12N2 in total.

Properties
Charge: 0
LUMO energy in eV: 1.1
HOMO energy in eV: -9.420

Geometry (Å):
H  -0.255  -1.863  -2.222
N  -0.273  -1.853  -1.207
C  0.842  -1.730  -0.649
C  0.958  -1.684  0.830
H  1.802  -1.641  -1.188
H  0.025  -1.995  1.289
H  1.176  -0.657  1.132
H  1.775  -2.319  1.165
C  -1.567  0.949  1.592
C  -0.997  1.072  0.224
N  0.151  1.537  0.032
C  0.672  1.651  -1.294
H  -0.864  1.316  2.338
H  -1.798  -0.103  1.786
H  -2.501  1.518  1.660
H  -1.639  0.716  -0.594
H  1.628  1.125  -1.336
H  0.867  2.702  -1.491
H  -0.002  1.259  -2.067

---

Entry S
ORCA calculation (wB97M-V/def2-TZVPD) on a cluster of 3 separate species, C5H12N2 in total.

Properties
Charge: 0
LUMO energy in eV: 0.8
HOMO energy in eV: -6.792

Geometry (Å):
C  -0.586  -0.083  -0.750
C  0.220  0.327  0.262
C  -1.138  -0.170  1.776
C  1.484  0.372  1.035
C  1.255  0.007  -1.775
N  -0.635  1.323  -0.533
N  -1.416  -1.010  -1.235
H  -1.463  1.549  0.020
H  -1.192  -1.983  -1.092
H  -2.335  -0.726  -1.536
H  -0.749  -1.089  2.215
H  -2.180  -0.296  1.478
H  -1.064  0.657  2.484
H  1.307  0.802  2.019
H  2.242  0.950  0.509
H  1.849  -0.646  1.172
H  1.875  -0.862  -1.567
H  0.746  -0.080  -2.731
H  1.779  0.956  -1.751

---

The structure with the greatest stability is entry R.

---

Entry P
ORCA calculation (wB97M-V/def2-TZVPD) on an isolated molecule of C5H12N2.

Properties
Charge: 0
LUMO energy in eV: 0.8
HOMO energy in eV: -7.707

Geometry (Å):
C  0.730  -2.180  0.405
N  1.214  -1.035  0.187
C  0.959  0.390  0.218
C  2.256  1.069  -0.230
N  -0.108  0.729  -0.684
C  -1.440  -0.213  -0.373
C  -2.349  0.654  0.476
H  -0.030  -2.622  -0.249
H  1.232  -2.858  1.110
H  0.754  0.685  1.255
H  3.091  0.829  0.436
H  2.527  0.747  -1.242
H  2.126  2.154  -0.291
H  0.170  0.566  -1.649
H  -1.838  -0.284  -1.387
H  -1.526  -1.243  -0.026
H  -2.541  1.610  -0.016
H  -3.324  0.168  0.599
H  -1.905  0.834  1.460

---

Entry Q
ORCA calculation (wB97M-V/def2-TZVPD) on an isolated molecule of C5H12N2.

Properties
Charge: 0
LUMO energy in eV: 0.8
HOMO energy in eV: -8.291

Geometry (Å):
C  -0.816  -1.340  1.462
C  -0.864  -0.708  0.050
N  -1.747  -1.461  -0.943
C  0.583  -0.640  -0.540
C  1.685  0.302  0.019
C  1.593  1.686  -0.254
N  0.325  2.442  -0.364
H  -1.763  -1.924  1.703
H  -0.606  -0.560  2.201
H  0.128  -1.838  1.409
H  -1.295  0.224  0.021
H  -1.347  -1.241  -1.861
H  -2.584  -0.766  -0.917
H  0.910  -1.640  -0.433
H  0.489  -0.455  -1.714
H  2.585  -0.247  0.446
H  2.477  2.311  -0.334
H  -0.162  2.322  0.552
H  0.410  3.534  -0.501

---

The structure with the greatest stability is entry Q.